18
Properties=species:S:1:pos:R:3 method="wB97M-V/def2-TZVPD" gap_ev=9.2 spin_multiplicity=1 lumo_ev=0.55 de_lowest_kcal_mol=78.0 largest_force_ev_per_a=3.84 smiles="C=NC(=C)CCC" total_energy_ev=-7887.149
C 0.056 -0.806 2.005
C 1.168 -0.620 1.036
C 0.587 -0.571 -0.451
C -0.667 0.177 -0.825
C -1.942 -0.261 -0.817
C 0.337 2.202 -1.651
N -0.496 1.250 -1.695
H -0.372 -1.839 1.922
H -0.823 -0.042 1.739
H 0.364 -0.497 3.108
H 1.943 -1.375 0.970
H 1.626 0.397 1.382
H 0.302 -1.591 -0.451
H 1.391 -0.471 -1.160
H -2.764 -0.009 -1.513
H -2.188 -1.231 -0.240
H 0.063 3.261 -1.975
H 1.414 2.027 -1.382